1.
A 2-piece molecular cluster, C4H12N2O2 overall in a non-equilibrium geometry, computed with wB97M-V/def2-TZVPD.

Each line ends with the Löwdin charge.
CARTESIAN COORDINATES (ANGSTROEM)
N -1.8402 1.9378 0.8485  0.000
C -0.9955 1.5363 -0.2623  -0.320
C -1.2055 0.1904 -0.9170  -0.202
C -0.5129 -0.9128 -0.1213  -0.126
C 0.9605 -1.0826 -0.5086  -0.528
N 1.1188 -1.9631 -1.5506  0.148
O 1.9124 -0.5999 0.0596  0.059
H -1.6500 1.3219 1.6382  0.060
H -2.8162 1.7540 0.6313  0.068
H 0.0728 1.7590 -0.1214  0.117
H -1.1485 2.3366 -1.0203  0.113
H -0.7892 0.1973 -1.9367  0.113
H -2.2599 -0.0061 -1.1434  0.111
H -0.9116 -1.9132 -0.2818  0.106
H -0.6489 -0.7970 0.9527  0.116
H 2.0180 -2.3933 -1.6908  0.105
H 0.4156 -2.3157 -2.1749  0.100
O 2.9474 0.3680 2.9163  -0.067
H 3.0441 -0.3056 2.2370  0.008
H 2.2888 0.8881 2.4455  0.019

For the electronic energy, the calculation gives -11417.9790 eV. Its HOMO energy is -9.754 eV. As for the SMILES: NCCCC(N)=O.O. For the energy above the lowest of the compared OMol25 structures with the same formula, charge and spin, the calculation gives 119.4 kJ/mol.

2.
A 2-piece molecular cluster, C4H12N2O2 overall in a non-equilibrium geometry, computed with wB97M-V/def2-TZVPD.

Each line ends with the Löwdin charge.
CARTESIAN COORDINATES (ANGSTROEM)
N -0.5390 1.5406 -1.3099  0.135
C -1.7074 2.2855 -1.0837  -0.624
O -1.7926 3.4736 -1.3057  0.078
O -2.7549 1.5175 -0.6920  0.097
H 0.1781 2.0907 -1.7679  0.101
H -0.1297 0.8552 -0.6657  0.030
H -2.3930 0.6417 -0.4718  0.096
C -0.4865 -1.6452 0.3401  -0.115
N 0.4661 -0.5130 0.4926  -0.363
C 0.9892 -0.5029 1.8795  -0.099
C 1.5357 -0.6266 -0.5422  -0.117
H -1.2130 -1.4401 1.1264  0.076
H -0.0630 -2.6618 0.4628  0.086
H -1.0028 -1.6524 -0.6618  0.098
H 1.7989 0.3082 1.9881  0.106
H 0.1869 -0.2784 2.5948  0.083
H 1.5208 -1.4335 2.0906  0.076
H 2.3339 0.0964 -0.3504  0.082
H 1.0745 -0.4295 -1.5584  0.093
H 1.9977 -1.6259 -0.5654  0.082

For the electronic energy, the calculation gives -11417.7272 eV. Its HOMO energy is -9.620 eV. As for the SMILES: NC(=O)O.CN(C)C. For the energy above the lowest of the compared OMol25 structures with the same formula, charge and spin, the calculation gives 143.7 kJ/mol.

3.
A 2-piece molecular cluster, C4H12N2O2 overall in a non-equilibrium geometry, computed with wB97M-V/def2-TZVPD.

Each line ends with the Löwdin charge.
CARTESIAN COORDINATES (ANGSTROEM)
C 1.8366 -0.1798 -2.0029  0.005
C 1.3828 0.7027 -0.7667  -0.472
O 2.2914 1.0697 -0.0097  0.006
N 0.0518 1.1187 -0.6459  0.038
C -1.1332 0.3279 -0.8193  -0.244
C -1.4291 -0.7395 0.2693  -0.262
N -1.9320 0.0199 1.4721  -0.015
H 1.1849 -0.8631 -2.4354  0.026
H 2.2648 0.4684 -2.7613  0.075
H 2.6550 -0.8359 -1.5479  0.102
H -0.0248 1.7574 0.1587  0.142
H -2.1369 1.1213 -0.8714  0.177
H -1.1431 -0.2193 -1.7697  0.094
H -2.1110 -1.4462 -0.0803  0.067
H -0.4743 -1.3424 0.2922  0.120
H -1.3515 -0.1271 2.2730  0.009
H -3.0022 -0.1129 1.5763  0.108
O 0.7498 -0.0058 2.4430  -0.077
H 1.6901 -0.0245 2.1219  0.064
H 0.6308 -0.6895 3.1042  0.039

For the electronic energy, the calculation gives -11416.8937 eV. Its HOMO energy is -9.000 eV. As for the SMILES: CC(=O)NCCN.O. For the energy above the lowest of the compared OMol25 structures with the same formula, charge and spin, the calculation gives 224.1 kJ/mol.